Molecular formula: C4H10N3
Method: DFT, ωB97M-V with the def2-TZVPD basis set

Summary:
- net charge = +1
- energy relative to the best compared isomer or geometry (same formula, charge and spin) (kcal/mol) = 79.37
- highest occupied orbital energy (Ha) = -0.51292
- DFT total energy (eV) = -8771.1575
- Kohn-Sham gap (hartree) = 0.3676
- E_LUMO (eV) = -4.0

```
17
C4H10N3 ωB97M-V with the def2-TZVPD basis set
H 0.8111 2.5116 1.5881
H 0.1804 0.2317 2.1150
C 0.5293 0.3246 1.0733
H 2.1848 -0.5690 0.3675
H -1.0542 -0.3484 -0.4588
H -0.1312 -1.8288 -0.6277
C -1.9010 -1.7435 -1.8530
C 1.1400 1.8167 0.8533
H -0.3402 2.5039 -0.8097
C -0.0149 1.8984 -0.0756
N -0.4993 0.6869 0.1402
N -1.0054 -1.3715 -1.0044
H -1.9899 -2.6834 -2.3305
H 2.2565 1.9897 0.5988
N 1.2926 -0.8331 0.7976
H -2.7940 -1.0772 -1.9586
H 1.3354 -1.5089 1.5847
```